{
  "formula": "C42H109F6N14O22S2V",
  "method": "wB97M-V/def2-TZVPD",
  "symbols": ["O", "V", "C", "F", "F", "F", "S", "O", "O", "N", "S", "O", "O", "C", "F", "F", "F", "C", "O", "N", "N", "H", "H", "H", "H", "C", "O", "N", "N", "H", "H", "H", "H", "C", "O", "N", "N", "H", "H", "H", "H", "C", "O", "N", "N", "H", "H", "H", "H", "C", "C", "O", "H", "H", "H", "H", "H", "H", "C", "C", "O", "H", "H", "H", "H", "H", "H", "C", "C", "O", "H", "H", "H", "H", "H", "H", "C", "O", "C", "C", "N", "C", "C", "O", "C", "H", "H", "H", "H", "H", "H", "H", "H", "H", "H", "H", "H", "H", "H", "H", "C", "O", "C", "C", "N", "C", "C", "O", "C", "H", "H", "H", "H", "H", "H", "H", "H", "H", "H", "H", "H", "H", "H", "H", "C", "O", "C", "C", "N", "C", "C", "O", "C", "H", "H", "H", "H", "H", "H", "H", "H", "H", "H", "H", "H", "H", "H", "H", "C", "O", "C", "C", "N", "C", "C", "O", "C", "H", "H", "H", "H", "H", "H", "H", "H", "H", "H", "H", "H", "H", "H", "H", "C", "O", "C", "C", "N", "C", "C", "O", "C", "H", "H", "H", "H", "H", "H", "H", "H", "H", "H", "H", "H", "H", "H", "H"],
  "coordinates": [[-3.3098, 2.6984, 0.1096], [-2.7354, 3.2765, -1.2324], [-0.7843, 0.2768, -3.6138], [-1.9733, 0.4425, -4.2098], [-0.2544, -0.8359, -3.9613], [0.0827, 1.1946, -3.9967], [-1.1872, 0.3401, -1.7031], [-2.5588, -0.2145, -1.5848], [-0.1954, -0.5669, -1.0950], [-1.0986, 2.0211, -1.2352], [0.4305, 2.4647, -1.0761], [1.4492, 1.5510, -1.6643], [0.6646, 3.8610, -1.4169], [0.7698, 2.3161, 0.8444], [-0.1856, 2.9136, 1.5833], [0.6472, 1.0085, 1.1050], [1.9830, 2.7604, 1.0853], [-5.0155, 1.4568, -2.8538], [-4.0901, 1.9364, -2.3409], [-5.5357, 0.3044, -2.5750], [-5.6761, 1.9610, -3.7856], [-5.2925, -0.0782, -1.6725], [-6.3000, -0.0506, -3.1317], [-6.1787, 1.2860, -4.3440], [-5.3607, 2.8362, -4.1789], [-1.3900, 4.3766, -4.0780], [-2.0237, 3.9296, -3.1267], [-1.9223, 4.2791, -5.2960], [-0.1686, 4.7128, -3.9559], [-2.8826, 3.9666, -5.3063], [-1.3907, 4.7325, -6.0254], [0.2266, 5.0810, -4.8094], [0.3394, 4.6638, -3.0843], [-1.0417, 6.0317, -0.2794], [-1.6124, 4.9458, -0.4395], [-0.1109, 6.3971, 0.5228], [-1.3129, 7.0387, -1.0987], [0.3074, 5.7131, 1.1371], [0.1983, 7.3516, 0.4075], [-0.9950, 7.9401, -0.7722], [-2.0884, 6.9221, -1.7352], [4.2511, 4.7875, 3.8602], [4.1663, 5.5998, 4.7951], [3.2417, 4.4812, 3.1131], [5.2732, 4.0769, 3.6068], [2.3314, 4.9094, 3.2036], [3.3488, 3.7999, 2.3753], [5.4936, 3.9985, 2.6243], [6.0823, 4.2793, 4.1766], [3.4131, 5.3844, -0.6854], [3.9631, 6.7638, -0.5880], [4.7297, 6.9543, -1.7669], [2.7848, 5.2206, 0.1901], [4.2654, 4.7124, -0.5854], [2.8009, 5.3250, -1.5853], [4.6246, 6.9007, 0.2674], [3.1737, 7.5023, -0.4479], [4.5563, 7.7836, -2.2184], [0.4866, 2.4694, -7.0464], [1.7522, 2.6228, -7.8959], [1.3106, 2.2623, -9.1570], [0.1942, 1.4350, -6.8654], [-0.3890, 3.0429, -7.3504], [0.7727, 2.9432, -6.1074], [2.6155, 1.9998, -7.6623], [2.0598, 3.6680, -7.9294], [0.8638, 3.0343, -9.5120], [-0.4731, -2.1866, -7.0644], [-1.5576, -2.6745, -8.0187], [-2.2702, -3.6482, -7.3003], [-0.6863, -2.0031, -6.0113], [-0.0348, -1.2425, -7.3882], [0.3511, -2.8976, -7.0087], [-1.2908, -3.2778, -8.8865], [-2.2099, -1.8823, -8.3861], [-2.7193, -3.1408, -6.6203], [-3.4782, -8.8678, -4.5935], [-3.5381, -7.4001, -4.4172], [-2.9548, -7.0335, -3.1701], [-3.2705, -5.5865, -2.9345], [-2.2856, -4.8368, -3.7459], [-2.3728, -3.3671, -3.5621], [-3.6897, -2.6925, -4.0298], [-3.5270, -2.2177, -5.3973], [-4.6664, -1.6526, -5.9425], [-4.1634, -9.2289, -5.3605], [-3.8108, -9.3319, -3.6650], [-2.4875, -9.2070, -4.8962], [-1.8930, -7.2802, -3.1679], [-3.3963, -7.5542, -2.3204], [-3.0844, -5.3737, -1.8818], [-4.2839, -5.2635, -3.1728], [-2.5667, -4.8631, -4.7157], [-1.5762, -2.8720, -4.1174], [-2.1868, -3.1943, -2.5021], [-3.8880, -1.8020, -3.4334], [-4.6076, -3.2608, -3.8792], [-5.5340, -2.2953, -5.7934], [-4.6242, -1.2188, -6.9416], [-4.9460, -0.8893, -5.2164], [2.2944, -3.7715, -4.6122], [3.6282, -3.2851, -4.3453], [3.7382, -2.7087, -3.0466], [4.8922, -1.7421, -2.9487], [4.6495, -0.5370, -3.7458], [3.7064, 0.3700, -3.0948], [3.2614, 1.4979, -4.1191], [4.3482, 2.2763, -4.5502], [4.7291, 3.3219, -3.6870], [1.5966, -2.9936, -4.9219], [1.8669, -4.2765, -3.7460], [2.3078, -4.4816, -5.4391], [3.9100, -3.4498, -2.2661], [2.8477, -2.2122, -2.6612], [5.8260, -2.1499, -3.3359], [5.0438, -1.4518, -1.9090], [4.2734, -0.7926, -4.6476], [3.9830, 0.7773, -2.1223], [2.7467, -0.1199, -2.9303], [2.5249, 2.1832, -3.6995], [2.9387, 0.9965, -5.0316], [3.9737, 4.1054, -3.6266], [5.5859, 3.8874, -4.0535], [4.9918, 2.9913, -2.6821], [-3.5716, 1.3935, 10.3655], [-2.4883, 1.0179, 9.5718], [-1.2174, 1.3889, 10.1046], [-0.1461, 0.6276, 9.3863], [0.3676, 1.3595, 8.2238], [-0.5932, 1.4972, 7.0555], [0.0622, 1.9306, 5.7031], [1.0623, 1.0635, 5.4822], [1.9143, 1.4178, 4.3998], [-3.6818, 2.4362, 10.0678], [-3.3073, 1.2109, 11.4071], [-4.4697, 0.9043, 9.9882], [-1.2055, 1.1005, 11.1557], [-1.0143, 2.4567, 10.0228], [-0.4616, -0.3746, 9.0964], [0.6974, 0.5233, 10.0688], [0.7130, 2.2806, 8.4526], [-1.3746, 2.1988, 7.3476], [-1.1790, 0.5850, 6.9418], [0.3946, 2.9599, 5.8376], [-0.6316, 1.8486, 4.8664], [1.2444, 1.3379, 3.5437], [2.7953, 0.8025, 4.2170], [2.3054, 2.4214, 4.5667], [-0.3622, -2.8296, 2.7318], [-0.7723, -2.1546, 3.8473], [-1.4865, -0.9362, 3.5248], [-2.3898, -0.6316, 4.7442], [-3.7395, -1.1968, 4.6401], [-4.6668, -0.6644, 5.7089], [-4.2168, -0.6960, 7.1761], [-4.1871, -2.0443, 7.6878], [-3.8639, -2.0026, 9.1355], [0.1478, -2.1290, 2.0707], [-1.1818, -3.3015, 2.1899], [0.3630, -3.6260, 2.8992], [-2.1154, -0.9383, 2.6345], [-0.7539, -0.1479, 3.3513], [-2.5427, 0.4435, 4.8382], [-1.9305, -0.9445, 5.6819], [-3.8077, -2.2043, 4.6623], [-5.6538, -1.1235, 5.7634], [-4.6744, 0.4032, 5.4892], [-4.8123, 0.0306, 7.7289], [-3.2302, -0.2453, 7.2836], [-2.9559, -1.4536, 9.3848], [-3.8092, -2.9369, 9.6942], [-4.5737, -1.3322, 9.6202], [2.3116, -2.8122, 0.3133], [3.6656, -2.3923, 0.6087], [3.8120, -1.4322, 1.7166], [3.6371, -2.0675, 3.1614], [4.5989, -3.1411, 3.3545], [4.3002, -4.0424, 4.4732], [3.0653, -4.9443, 4.3329], [3.0443, -5.6391, 3.0644], [1.9378, -6.5157, 3.0195], [1.8615, -3.3820, 1.1262], [2.2869, -3.3977, -0.6058], [1.6697, -1.9674, 0.0637], [3.1228, -0.5879, 1.7289], [4.7884, -0.9490, 1.6821], [2.5994, -2.3893, 3.2501], [3.6812, -1.3602, 3.9896], [4.5208, -3.7078, 2.5221], [4.1420, -3.2820, 5.2380], [5.1853, -4.6169, 4.7464], [2.1735, -4.3894, 4.6240], [3.2165, -5.7815, 5.0143], [0.9732, -6.0172, 2.9234], [1.8645, -7.0879, 3.9444], [2.0078, -7.2153, 2.1866]],
  "mulliken_spin": [-0.260, 1.249, 0.002, 0.000, 0.000, 0.001, 0.019, 0.000, 0.001, -0.046, 0.014, 0.001, 0.002, -0.002, 0.002, 0.002, -0.001, 0.003, 0.008, 0.003, 0.002, 0.000, 0.000, 0.000, 0.000, 0.000, -0.012, 0.000, 0.000, 0.000, 0.000, 0.000, 0.001, 0.003, 0.006, 0.002, 0.002, 0.000, 0.000, 0.000, -0.001, 0.000, 0.000, 0.000, 0.000, 0.000, 0.000, 0.000, 0.000, 0.000, 0.000, 0.000, 0.000, 0.000, 0.000, 0.000, 0.000, 0.000, 0.000, 0.000, 0.000, 0.000, 0.000, 0.000, 0.000, 0.000, 0.000, 0.000, 0.000, 0.000, 0.000, 0.000, 0.000, 0.000, 0.000, 0.000, 0.000, 0.000, 0.000, 0.000, 0.000, 0.000, 0.000, 0.000, 0.000, 0.000, 0.000, 0.000, 0.000, 0.000, 0.000, 0.000, 0.000, 0.000, 0.000, 0.000, 0.000, 0.000, 0.000, 0.000, 0.000, 0.000, 0.000, 0.000, 0.000, 0.000, 0.000, 0.000, 0.000, 0.000, 0.000, 0.000, 0.000, 0.000, 0.000, 0.000, 0.000, 0.000, 0.000, 0.000, 0.000, 0.000, 0.000, 0.000, 0.000, 0.000, 0.000, 0.000, 0.000, 0.001, 0.000, 0.000, 0.000, 0.000, 0.000, 0.000, 0.000, 0.000, 0.000, 0.000, 0.000, 0.000, 0.000, 0.000, 0.000, 0.000, 0.000, 0.000, 0.000, 0.000, 0.000, 0.000, 0.000, 0.000, 0.000, 0.000, 0.000, 0.000, 0.000, 0.000, 0.000, 0.000, 0.000, 0.000, 0.000, 0.000, 0.000, 0.000, 0.000, 0.000, 0.000, 0.000, 0.000, 0.000, 0.000, 0.000, 0.000, 0.000, 0.000, 0.000, 0.000, 0.000, 0.000, 0.000, 0.000, 0.000, 0.000, 0.000, 0.000, 0.000, 0.000, 0.000, 0.000, 0.000, 0.000, 0.000],
  "mol_weight_g_mol": 1391.476,
  "de_lowest_ev": 0.000,
  "gap_ev": [5.00, 5.46],
  "charge": 1,
  "e_homo_ev": [-9.60, -9.60],
  "spin_multiplicity": 2
}